1.
ORCA calculation (ωB97M-V/def2-TZVPD) on C31H75Li3N5O13 as an isolated structure at a distorted geometry.

Each line ends with the Löwdin charge.
CARTESIAN COORDINATES (ANGSTROEM)
O1 4.211 -0.433 -1.752  -0.150
O2 0.163 0.205 -0.775  -0.195
O3 0.887 -4.607 -2.006  -0.178
O4 -2.864 2.368 -2.148  -0.237
O5 -1.898 0.169 -0.460  -0.142
O6 -1.691 -4.747 2.878  -0.179
O7 -1.709 4.620 7.412  -0.217
O8 -0.620 -0.755 1.015  -0.074
O9 0.019 1.645 -3.379  -0.248
O10 0.504 0.227 4.389  -0.202
O11 -4.835 -3.627 -2.091  -0.182
O12 5.139 3.151 -0.485  -0.216
O13 2.155 -1.621 -5.389  -0.190
N1 -0.513 3.559 -1.263  -0.124
N2 -0.259 -2.369 -3.906  0.178
N3 -3.974 -2.211 1.284  -0.092
N4 3.436 1.069 0.509  -0.114
N5 -0.377 2.733 5.245  -0.073
C1 -4.802 -3.597 -0.684  -0.198
C2 0.589 3.779 -2.238  -0.154
C3 -2.346 3.499 6.708  -0.173
C4 -2.006 -3.476 2.152  -0.185
C5 -1.300 2.361 6.298  -0.203
C6 1.013 2.341 5.408  -0.197
C7 -3.846 -2.486 -0.177  -0.181
C8 5.203 2.857 0.907  -0.178
C9 6.214 3.802 -1.026  -0.110
C10 2.166 -5.006 -1.515  -0.045
C11 -0.231 1.028 -4.592  -0.095
C12 1.309 0.817 5.469  -0.175
C13 -0.664 -2.855 -2.609  -0.096
C14 0.215 3.106 -3.514  -0.162
C15 -3.018 3.439 -1.371  -0.221
C16 -0.778 -0.305 -0.108  -1.059
C17 3.842 -1.009 -0.495  -0.192
C18 4.217 -0.090 0.631  -0.235
C19 -5.666 -2.564 -2.630  -0.069
C20 -2.584 5.794 7.445  -0.078
C21 -3.892 1.509 -2.184  -0.136
C22 0.977 -1.107 4.168  -0.117
C23 -3.435 -3.285 2.066  -0.252
C24 0.483 -3.367 -4.740  -0.063
C25 1.983 -2.957 -4.926  -0.149
C26 -1.725 4.331 -1.303  -0.135
C27 3.089 -0.067 -2.527  -0.091
C28 0.460 -3.342 -1.630  -0.166
C29 -0.371 -5.067 3.221  -0.094
C30 1.770 -1.420 -6.744  -0.067
C31 3.892 2.202 1.342  -0.169
Li1 -2.455 -0.706 1.582  0.711
Li2 1.334 1.116 0.477  0.681
Li3 -1.073 1.572 -1.648  0.615
H1 2.683 0.842 -2.083  0.078
H2 2.473 -1.892 -7.430  0.104
H3 2.364 0.555 5.401  0.113
H4 -1.632 4.820 -2.273  0.120
H5 6.286 4.775 -0.540  0.098
H6 1.019 3.244 -4.238  0.138
H7 -5.146 -1.612 -2.524  0.064
H8 7.101 3.201 -0.824  0.095
H9 1.305 -2.653 -1.625  0.103
H10 2.336 -0.850 -2.608  0.055
H11 0.770 4.826 -2.483  0.138
H12 -0.468 0.011 -4.280  0.072
H13 3.834 1.337 -0.380  0.082
H14 -0.015 -3.251 -5.703  0.133
H15 -4.966 -2.096 1.429  0.122
H16 2.261 -6.077 -1.690  0.105
H17 1.427 2.767 6.322  0.120
H18 5.277 0.164 0.621  0.130
H19 -1.470 -3.418 1.205  0.101
H20 0.980 0.369 6.407  0.118
H21 2.794 -1.292 -0.393  0.110
H22 -1.755 1.371 6.340  0.112
H23 -3.895 -3.161 3.047  0.143
H24 -2.704 3.840 5.736  0.102
H25 -2.165 6.759 7.731  0.088
H26 -4.443 -4.577 -0.370  0.130
H27 3.012 2.845 1.340  0.108
H28 -5.797 -3.331 -0.327  0.126
H29 0.428 -1.462 3.296  0.048
H30 2.050 -1.162 3.986  0.087
H31 -3.513 5.536 7.952  0.087
H32 -0.674 3.631 -3.862  0.130
H33 1.798 -0.353 -6.963  0.094
H34 0.113 -3.306 -0.597  0.133
H35 -2.791 5.969 6.389  0.071
H36 -1.109 1.423 -5.104  0.110
H37 -1.506 -2.672 2.691  0.100
H38 0.601 -1.836 4.887  0.088
H39 3.428 -0.052 -3.563  0.097
H40 4.105 -0.589 1.593  0.134
H41 2.300 -4.982 -0.434  0.096
H42 4.466 -1.887 -0.328  0.130
H43 -6.685 -2.542 -2.244  0.097
H44 -1.328 -3.703 -2.780  0.147
H45 -0.476 3.722 5.420  0.095
H46 1.452 3.299 -1.778  0.121
H47 -3.676 0.781 -2.966  0.102
H48 2.325 -3.759 -5.580  0.145
H49 -2.784 -2.616 -0.387  0.094
H50 1.565 2.727 4.552  0.104
H51 6.037 3.832 -2.101  0.100
H52 -3.219 3.178 7.275  0.118
H53 -3.346 3.197 -0.360  0.133
H54 0.417 -4.372 -4.322  0.136
H55 -5.745 -2.698 -3.709  0.091
H56 -4.820 1.977 -2.512  0.109
H57 -0.671 2.317 7.187  0.105
H58 0.763 -1.802 -6.908  0.085
H59 -0.287 -5.931 3.881  0.108
H60 4.059 1.971 2.394  0.128
H61 0.033 -4.185 3.718  0.066
H62 -3.902 3.903 -1.808  0.136
H63 -4.102 -1.537 -0.648  0.093
H64 -3.871 -4.260 1.852  0.131
H65 0.650 1.035 -5.234  0.094
H66 -0.243 3.598 -0.291  0.115
H67 0.333 -1.628 -3.560  0.111
H68 2.567 -2.936 -4.006  0.121
H69 5.977 2.090 0.924  0.122
H70 -1.672 5.080 -0.513  0.135
H71 2.877 -4.379 -2.053  0.089
H72 5.362 3.708 1.569  0.139
H73 -4.058 0.961 -1.257  0.086
H74 -1.233 -2.078 -2.098  0.121
H75 0.206 -4.949 2.304  0.078

Computed properties:
E_HOMO (alpha / beta), eV: -12.27 / -12.27
2S+1: 2
Kohn-Sham gap (alpha / beta), eV: 8.02 / 3.00
Lowest unoccupied orbital energy (alpha / beta), eV: -4.253 / -9.274
Total charge: +2

=====

2.
ORCA calculation (ωB97M-V/def2-TZVPD) on C36H41N5ScSe as an isolated structure at a distorted geometry.

Each line ends with the Löwdin charge.
CARTESIAN COORDINATES (ANGSTROEM)
Se1 -0.480 -0.788 2.614  1.037
Sc1 -0.336 0.284 -0.686  0.827
N1 -1.826 -1.215 -0.116  -0.065
N2 -0.451 -2.402 -2.313  -0.081
N3 0.786 0.677 4.720  0.049
N4 0.332 -1.444 5.089  -0.097
N5 -0.426 -0.804 -3.782  -0.056
C1 0.586 -0.524 4.109  -0.536
C2 1.642 -0.487 0.688  -0.231
C3 -1.614 -3.311 1.141  -0.097
C4 1.784 -1.723 1.535  -0.139
C5 1.101 3.174 -0.223  -0.083
C6 -2.368 -0.663 1.023  -0.310
C7 2.555 1.466 -2.465  -0.038
C8 2.119 -0.442 -0.665  -0.256
C9 -0.206 -1.130 7.598  -0.042
C10 1.187 0.869 0.992  -0.325
C11 0.243 1.629 6.919  -0.048
C12 -2.440 -2.809 2.144  -0.202
C13 -0.113 1.259 8.230  -0.141
C14 0.519 0.570 6.058  -0.216
C15 -0.302 -0.096 8.547  -0.147
C16 -0.564 -3.053 -1.104  -0.117
C17 2.722 -1.585 -1.420  -0.048
C18 -0.429 -3.008 -3.602  -0.028
C19 0.368 1.095 -5.155  -0.204
C20 2.012 0.903 -1.182  -0.286
C21 -0.439 -2.009 -4.504  -0.057
C22 0.625 1.494 2.187  -0.202
C23 1.619 0.356 -5.523  -0.057
C24 -1.034 3.091 -5.370  -0.271
C25 -0.348 -1.010 -2.411  -0.102
C26 -0.636 0.484 -4.370  -0.138
C27 -2.816 -1.455 2.140  -0.251
C28 -0.099 -2.759 4.647  -0.075
C29 -1.248 4.489 -5.885  -0.061
C30 -1.280 -2.500 0.005  -0.294
C31 0.270 -0.774 6.327  -0.142
C32 0.154 2.398 -5.634  -0.011
C33 -2.978 0.439 -3.448  -0.040
C34 -2.030 2.453 -4.624  -0.007
C35 -1.847 1.156 -4.122  -0.199
C36 1.454 1.716 -0.145  -0.319
H1 2.244 -2.520 -1.144  0.057
H2 -0.507 -4.078 -3.715  0.112
H3 1.501 -0.133 -6.503  0.086
H4 -2.682 -0.091 -2.529  0.053
H5 -3.311 -1.001 2.995  0.094
H6 -3.756 1.167 -3.183  0.079
H7 3.465 2.072 -2.290  0.089
H8 1.922 3.805 0.139  0.076
H9 -0.208 2.062 8.964  0.083
H10 0.237 3.424 0.402  0.053
H11 -0.120 0.899 2.761  -0.093
H12 -0.433 -2.149 7.838  0.081
H13 0.702 -3.287 4.124  0.091
H14 0.741 1.606 4.284  0.118
H15 1.766 -2.627 0.950  0.063
H16 0.852 3.519 -1.233  0.064
H17 1.008 -2.063 2.258  -0.032
H18 -2.986 2.962 -4.464  0.120
H19 -0.534 -0.299 9.588  0.079
H20 -0.351 -4.130 -1.177  0.103
H21 -0.108 2.276 2.015  0.089
H22 -2.568 0.409 1.003  0.086
H23 2.597 -1.727 2.246  0.077
H24 3.788 -1.694 -1.180  0.084
H25 -0.525 -2.030 -5.591  0.124
H26 0.346 2.629 6.480  0.102
H27 -0.410 -3.318 5.513  0.076
H28 -1.126 5.228 -5.081  0.084
H29 1.416 1.786 2.862  0.083
H30 -0.524 4.719 -6.675  0.072
H31 -1.376 -4.399 1.124  0.110
H32 1.886 -0.416 -4.790  0.064
H33 -2.713 -3.454 2.985  0.102
H34 1.807 2.124 -2.939  0.071
H35 2.806 0.660 -3.163  0.049
H36 -2.264 4.603 -6.288  0.077
H37 2.643 -1.498 -2.511  0.064
H38 -0.941 -2.684 3.943  0.014
H39 0.926 2.871 -6.249  0.117
H40 2.453 1.067 -5.606  0.083
H41 -3.433 -0.303 -4.128  0.096

Computed properties:
E_HOMO (alpha / beta), eV: -2.00 / -0.60
Kohn-Sham gap (alpha / beta), eV: 4.37 / 2.89
Lowest unoccupied orbital energy (alpha / beta), eV: 2.363 / 2.286
Total charge: -1
Energy relative to the best compared isomer or geometry (same formula, charge and spin), kJ/mol: 437.5

=====

3.
ORCA calculation (ωB97M-V/def2-TZVPD) on C26H41BN5O10Pb2 as an isolated structure at a distorted geometry.

Each line ends with the Löwdin charge.
CARTESIAN COORDINATES (ANGSTROEM)
Pb1 -2.494 -1.539 4.867  1.593
Pb2 -5.440 -2.953 1.961  1.583
O1 0.126 -1.228 -1.839  0.208
O2 -0.335 -0.588 0.463  0.265
O3 -2.099 -1.217 -0.920  0.265
O4 -3.291 -3.709 3.504  -0.595
O5 1.763 -0.540 -3.305  0.142
O6 -0.871 0.841 -1.454  0.232
O7 -1.240 -1.189 2.437  -0.015
O8 -3.442 -2.190 0.630  -0.115
O9 0.374 2.070 -2.932  0.142
O10 -4.759 -0.744 3.517  -0.588
N1 2.350 -3.829 1.379  0.150
N2 0.227 -2.145 4.738  0.053
N3 5.743 2.824 -6.402  0.123
N4 -2.213 4.877 0.386  0.153
N5 -5.977 -1.094 -0.072  0.086
C1 1.587 -4.151 0.589  -0.231
C2 -2.269 -4.465 2.998  -0.327
C3 0.302 4.374 0.202  -0.180
C4 3.787 -0.908 3.378  -0.117
C5 -4.418 0.417 2.790  -0.290
C6 -5.452 1.396 -2.563  -0.205
C7 -5.283 2.351 -1.324  -0.078
C8 1.167 -6.742 -1.667  -0.091
C9 -1.207 -1.209 1.228  -0.324
C10 5.093 2.519 -2.726  -0.224
C11 5.795 3.108 -5.235  -0.229
C12 3.740 1.904 -3.021  -0.118
C13 -1.117 4.676 0.364  -0.261
C14 1.054 -5.186 -1.714  -0.228
C15 0.857 6.692 -0.884  -0.084
C16 1.303 -1.872 5.170  -0.121
C17 -2.405 -1.605 0.269  -0.308
C18 -5.489 -0.636 -1.047  -0.160
C19 5.739 3.502 -3.843  -0.185
C20 0.826 -0.325 -2.534  -0.323
C21 3.504 -0.462 4.804  -0.222
C22 0.099 1.039 -2.327  -0.347
C23 2.637 -1.432 5.712  -0.139
C24 0.579 -4.591 -0.373  -0.188
C25 -4.871 0.030 -2.185  -0.162
C26 1.034 5.149 -0.903  -0.241
B1 -0.801 -0.517 -0.934  -0.885
H1 1.972 -6.821 -0.936  0.070
H2 2.024 -4.721 -1.888  0.115
H3 4.077 -1.953 3.277  0.071
H4 0.626 7.065 -1.882  0.073
H5 0.658 4.804 -1.866  0.098
H6 -3.863 0.206 -1.809  0.108
H7 -4.761 -0.693 -2.994  0.135
H8 -6.536 1.391 -2.676  0.106
H9 4.606 -0.297 2.997  0.078
H10 0.277 -7.294 -1.365  0.072
H11 0.144 -3.630 -0.646  0.092
H12 0.377 -4.931 -2.529  0.105
H13 3.061 2.555 -3.570  0.080
H14 1.583 -7.124 -2.600  0.072
H15 -1.581 -4.667 3.819  0.067
H16 4.484 -0.429 5.280  0.110
H17 -4.249 2.695 -1.297  0.075
H18 -4.415 0.274 1.710  0.036
H19 3.356 1.495 -2.086  0.068
H20 -3.391 0.610 3.101  0.037
H21 -5.515 1.794 -0.416  0.050
H22 2.099 4.923 -0.964  0.101
H23 2.377 -1.017 6.686  0.114
H24 6.763 3.740 -3.555  0.107
H25 -5.142 1.217 2.945  0.084
H26 5.254 4.477 -3.873  0.110
H27 2.968 -0.817 2.665  0.065
H28 -0.124 -5.202 0.193  0.116
H29 0.685 4.529 1.211  0.117
H30 2.998 0.503 4.757  0.107
H31 -6.086 3.089 -1.324  0.080
H32 -1.595 -3.936 2.325  0.049
H33 -5.040 1.833 -3.472  0.116
H34 0.017 6.859 -0.211  0.061
H35 5.006 3.111 -1.814  0.090
H36 3.922 1.113 -3.749  0.074
H37 0.411 3.316 -0.037  0.102
H38 5.938 1.852 -2.553  0.100
H39 -2.575 -5.433 2.601  0.082
H40 3.188 -2.345 5.937  0.121
H41 1.793 7.157 -0.575  0.069

Computed properties:
E_HOMO, eV: -11.89
Kohn-Sham gap, eV: 7.16
Lowest unoccupied orbital energy, eV: -4.727
Total charge: +1